# 1
A gas-phase ion, CH3Cl3N2P (charge +1). Source: the Open Molecules 2025 dataset; level of theory: ωB97M-V/def2-TZVPD.

The geometry in XYZ format:
```
10
Properties=species:S:1:pos:R:3:mulliken_charge:R:1
C -0.71549 -0.12924 0.89794 -0.08
N 0.43763 -0.18083 0.40801 -0.15
N 2.45943 0.59710 -1.57111 -0.43
P 3.19882 0.10753 -0.34017 0.92
Cl 4.22479 1.55659 0.50562 -0.04
Cl 4.22502 -1.57082 -0.55801 -0.06
Cl 1.72986 -0.46865 1.52685 0.04
H -1.59838 0.11562 0.19123 0.26
H 2.31200 0.18315 -2.48109 0.30
H -0.90206 -0.42824 1.89912 0.25
```

Properties
Calculated total energy (hartree): -1871.00281
Total charge: +1



# 2
2 unconnected molecules or ions with the total composition FHNO3. Source: the Open Molecules 2025 dataset; level of theory: ωB97M-V/def2-TZVPD.

The geometry in XYZ format:
```
6
Properties=species:S:1:pos:R:3:mulliken_charge:R:1
N -0.01107 -0.49934 -0.13963 0.93
O -0.38107 -1.48465 0.37322 -0.57
O -0.00804 -0.30348 -1.34980 -0.47
O 0.84796 0.30386 0.90400 -0.46
F -1.47066 0.90127 -0.04493 -0.79
H 1.02289 1.08233 0.25713 0.35
```

Properties
Calculated total energy (hartree): -380.80875
Total charge: -1



# 3
A molecular structure, C5H31O12. Source: the Open Molecules 2025 dataset; level of theory: ωB97M-V/def2-TZVPD.

The geometry in XYZ format:
```
48
Properties=species:S:1:pos:R:3:mulliken_charge:R:1
C 1.73148 -1.20080 -2.28876 -0.52
O 0.63691 -0.88298 -3.18129 -0.62
C 1.21125 -1.34231 -0.90170 0.29
C 1.24109 -0.04920 -0.01388 0.92
C 2.56662 0.25487 0.61730 -0.78
C 2.91118 -0.70163 1.79260 -0.58
O 1.93214 -0.45764 2.84339 -0.55
H 2.23017 -2.13818 -2.63928 0.19
H 2.41588 -0.38091 -2.55308 0.31
H 0.16603 -1.62668 -0.74596 -0.32
H 1.72218 -2.16133 -0.37482 0.31
H 0.49300 -0.09586 0.77231 -0.70
H 0.97595 0.78390 -0.64090 0.41
H 3.46369 0.25387 0.00071 0.35
H 2.48861 1.29718 0.99433 0.20
H 2.83899 -1.72176 1.47725 0.27
H 3.83090 -0.51477 2.33947 0.37
H 1.10518 -0.88395 2.56416 0.40
H -0.21361 -1.27680 -2.91874 0.26
H -1.36570 -3.45251 -2.67216 0.29
O -1.54164 -2.51635 -2.78574 -0.69
H -1.32277 1.41025 0.75971 0.36
H -1.51312 3.05747 0.76098 0.29
O -0.83099 2.37057 0.78831 -0.78
H -2.04836 -1.03150 0.13804 0.37
H -3.01362 0.28258 0.43720 0.08
O -2.05256 0.20237 0.53851 -0.80
H 0.39231 2.00481 2.50870 0.32
H 1.34671 1.22972 3.51510 0.40
O 0.57142 1.82882 3.45081 -0.81
H -0.08448 3.36616 -0.84941 0.24
H 1.15796 4.06841 -0.48705 0.31
O 0.82683 3.48811 -1.17775 -0.60
H -1.53291 -2.19301 -1.84455 0.39
H -2.73696 -2.60752 0.04173 0.22
O -1.87964 -2.16429 -0.09442 -0.93
H -0.84949 0.58303 -3.37965 0.43
H -2.16178 -0.25993 -3.49438 0.28
O -1.80087 0.63286 -3.52702 -0.64
H -0.49001 -2.65671 1.30218 0.31
H -0.95542 -1.57757 2.16934 0.40
O -0.17313 -2.14802 2.07613 -0.77
H -1.90445 0.29267 2.27672 0.42
H -1.01920 0.84212 3.33714 0.52
O -1.65833 0.11364 3.21672 -0.78
H -1.60319 2.59828 -1.24553 0.22
H -2.99318 2.20342 -1.69566 0.31
O -2.51106 2.87708 -1.20713 -0.60
```

Properties
Calculated total energy (hartree): -1112.05191
Total charge: -1



# 4
A single CH3F3N2S molecule. Source: the Open Molecules 2025 dataset; level of theory: ωB97M-V/def2-TZVPD.

The geometry in XYZ format:
```
10
Properties=species:S:1:pos:R:3:mulliken_charge:R:1
C 0.60921 -0.97865 0.73210 0.75
N 0.29135 1.88437 0.12159 -0.58
N -1.21616 -0.08299 -0.89433 -0.48
F 0.10156 -2.16542 0.39513 -0.22
F -0.00076 -0.54769 1.82669 -0.23
F 1.90689 -1.15455 1.00781 -0.23
S 0.41586 0.27820 -0.74328 0.23
H 1.15508 2.35452 -0.11684 0.19
H -1.77812 0.64842 -0.47183 0.31
H -1.48490 -0.23622 -1.85704 0.25
```

Properties
Calculated total energy (hartree): -847.11282



# 5
2 unconnected molecules or ions with the total composition C3H11NSi. Source: the Open Molecules 2025 dataset; level of theory: ωB97M-V/def2-TZVPD.

The geometry in XYZ format:
```
16
Properties=species:S:1:pos:R:3:mulliken_charge:R:1
C 1.03844 -1.82283 -0.58977 -0.84
C 1.41796 1.79627 0.06023 -0.82
C -0.20109 -1.03552 -0.75515 -0.44
N -2.07821 1.01480 0.61848 -0.47
Si -1.25746 -0.48889 0.74769 0.29
H 0.69926 -2.85677 -0.95628 0.27
H 1.75412 -1.46296 -1.35129 0.28
H 1.59236 -1.73880 0.32616 0.32
H 1.65371 1.97259 -1.02222 0.27
H 2.19892 1.91614 0.70809 0.33
H 0.45062 1.66672 0.38379 0.26
H -0.47859 -0.47131 -1.68523 0.38
H -2.43307 1.28432 -0.23807 0.22
H -1.91531 1.83542 1.14864 0.24
H -2.24324 -1.48321 0.86007 -0.20
H -0.19842 -0.12597 1.74486 -0.09
```

Properties
Calculated total energy (hartree): -464.98841



# 6
A gas-phase ion, CNO4 (charge -1). Source: the Open Molecules 2025 dataset; level of theory: ωB97M-V/def2-TZVPD.

The geometry in XYZ format:
```
6
Properties=species:S:1:pos:R:3:mulliken_charge:R:1
C -0.10652 0.59101 -0.50497 0.48
N 0.03269 -0.42573 0.58948 0.98
O 0.52895 -0.14318 -1.55703 -0.70
O -0.72812 1.60333 -0.31988 -0.57
O -0.80765 -1.28352 0.78871 -0.61
O 1.11482 -0.35268 1.15244 -0.58
```

Properties
Calculated total energy (hartree): -393.78887
Total charge: -1
SMILES string: O=C([O-])[N+](=O)[O-]



| no. | strongest force on any atom (eV/Å) |
| --- | --- |
| 1 | 2.5 |
| 2 | 4.4 |
| 3 | 2.9 |
| 4 | 4.6 |
| 5 | 3.6 |
| 6 | 7.3 |